Record 1
{
  "formula": "C22H41GaN3",
  "method": "wB97M-V/def2-TZVPD",
  "elements": ["C", "C", "C", "C", "C", "Ga", "C", "C", "C", "C", "C", "H", "H", "H", "H", "H", "H", "H", "H", "H", "H", "H", "H", "H", "H", "H", "H", "H", "H", "H", "H", "C", "C", "C", "C", "N", "H", "H", "H", "H", "H", "H", "H", "C", "C", "C", "C", "N", "H", "H", "H", "H", "H", "H", "H", "C", "C", "C", "C", "N", "H", "H", "H", "H", "H", "H", "H"],
  "coordinates": [[0.420330, 2.333591, 1.371583], [-0.741263, 2.039320, 1.478693], [-2.133475, 1.576265, 1.598688], [-2.993095, 2.003820, 0.396754], [-4.179015, 1.068281, 0.108394], [-3.708699, -0.909535, -0.152744], [-3.286383, -1.930240, 1.593805], [-3.782827, -1.234866, 2.889313], [-1.797002, -2.297811, 1.653991], [-1.449414, -3.502115, 2.567843], [-0.125897, -4.163572, 2.101892], [1.478103, 2.439187, 1.443339], [-2.096091, 0.488898, 1.681302], [-2.519684, 1.972702, 2.540216], [-2.373478, 2.153364, -0.488592], [-3.389224, 3.002146, 0.641228], [-4.617726, 1.404854, -0.838743], [-4.957917, 1.222245, 0.863896], [-5.037428, -1.612691, -0.792442], [-2.502130, -1.143393, -1.204569], [-3.828232, -2.879362, 1.520044], [-4.540437, -0.486095, 2.633241], [-2.981669, -0.708275, 3.414213], [-4.268354, -1.947779, 3.562457], [-1.463793, -2.560297, 0.644678], [-1.163308, -1.463834, 1.980290], [-2.274950, -4.213678, 2.584307], [-1.253069, -3.131729, 3.577633], [0.489135, -4.483110, 2.943928], [-0.308679, -4.990740, 1.414706], [0.444643, -3.408773, 1.556139], [4.533072, 1.409549, 5.276571], [3.515342, 1.714819, 4.183187], [2.075652, 1.396807, 4.600590], [1.880942, -0.026976, 4.868939], [1.747779, -1.143733, 5.099574], [4.538046, 0.347853, 5.528165], [5.537696, 1.676948, 4.947200], [4.314531, 1.974873, 6.185463], [3.769535, 1.157324, 3.280290], [3.570893, 2.774556, 3.926861], [1.388392, 1.701733, 3.808999], [1.805836, 1.968863, 5.490674], [3.739571, 1.841015, -3.721069], [2.441292, 1.617871, -2.954388], [2.285960, 2.565634, -1.760110], [3.316283, 2.343890, -0.746770], [4.118120, 2.163926, 0.055818], [4.609356, 1.653755, -3.088991], [3.798213, 1.165209, -4.571735], [3.802841, 2.866653, -4.095075], [2.390166, 0.586612, -2.611627], [1.594606, 1.772416, -3.625054], [1.308568, 2.405208, -1.298901], [2.317050, 3.607047, -2.087163], [-0.763346, -2.398505, -6.547149], [-1.070956, -1.077864, -5.851413], [0.091006, -0.080952, -5.926450], [1.279508, -0.570471, -5.231784], [2.212838, -0.948902, -4.681538], [0.078995, -2.907974, -6.077001], [-1.624183, -3.064422, -6.493133], [-0.523244, -2.241500, -7.601479], [-1.329746, -1.264263, -4.808114], [-1.944841, -0.619543, -6.317773], [-0.210272, 0.866032, -5.473893], [0.345527, 0.129735, -6.967204]],
  "atomic_forces_ev_per_a": [[0.1159, -0.1470, 0.3303], [-0.1150, -0.2408, 0.0804], [0.6746, 0.2942, -0.3257], [-0.7914, 0.4493, 0.3837], [0.5278, 0.0719, -0.2380], [-0.5253, -0.3223, 0.0639], [0.4811, 0.4557, 0.1865], [-0.3131, -0.1257, -0.6359], [-0.3262, -0.8226, 0.1550], [0.9122, 0.4753, -0.1992], [-0.4082, 0.3987, 0.0627], [-0.0130, 0.2039, -0.2528], [-0.0863, -0.0004, -0.0402], [-0.2247, -0.1309, -0.0340], [0.1105, -0.3215, 0.0034], [0.2157, 0.0821, -0.1071], [-0.1044, -0.0680, 0.0372], [0.0330, -0.1255, 0.0616], [-0.0287, 0.0571, 0.0066], [0.1732, 0.1880, -0.0224], [-0.0470, 0.0316, -0.1992], [-0.0186, 0.0333, 0.1870], [0.0256, -0.1073, 0.0986], [0.1908, 0.0795, 0.2506], [0.0121, 0.0625, -0.0317], [-0.0912, 0.1305, -0.1231], [-0.0086, -0.0433, 0.0875], [-0.4236, -0.1036, 0.1253], [-0.0336, -0.2488, -0.0726], [0.0766, -0.0696, 0.0516], [0.1367, -0.0786, 0.0114], [0.0129, -0.0056, -0.0576], [0.1870, -0.0283, 0.1196], [0.0553, 0.1986, -0.2696], [-0.0702, 0.0179, 0.1142], [0.0438, -0.0116, -0.0029], [-0.0369, 0.0042, 0.0181], [0.0006, 0.0011, 0.0179], [-0.0010, -0.0159, 0.0111], [-0.0702, 0.0237, -0.0330], [-0.0798, -0.0089, -0.0475], [-0.0864, -0.1145, 0.0281], [-0.0056, -0.0940, 0.0678], [-0.0326, 0.0175, -0.0028], [0.2980, 0.1137, -0.0659], [-0.3024, -0.1866, -0.1772], [-0.0617, 0.1180, 0.0556], [0.0076, 0.0099, 0.0079], [-0.0074, 0.0324, 0.0231], [0.0078, -0.0298, -0.0043], [0.0188, 0.0044, 0.0313], [-0.0558, -0.0098, 0.0290], [-0.0701, 0.0204, 0.0812], [0.0655, 0.0310, 0.1574], [0.1141, 0.0146, 0.0606], [-0.0084, 0.0220, 0.0238], [-0.0613, -0.2266, -0.0593], [-0.3305, 0.0385, 0.0638], [0.0728, 0.0396, -0.0865], [-0.0035, -0.1403, -0.1041], [0.0188, 0.0190, -0.0067], [0.0078, -0.0067, -0.0052], [0.0142, -0.0114, -0.0011], [0.0180, 0.0796, 0.0199], [0.0281, 0.0790, 0.0350], [0.0919, -0.0019, 0.0490], [0.0938, -0.0510, 0.0078]],
  "mulliken_charge": [-0.0931, -0.6138, 0.8800, -0.6819, -1.0641, 0.5632, -0.0033, -1.4377, -0.9906, -0.3677, -1.2456, 0.3966, -0.9369, 0.3458, 0.2946, 0.3106, 0.3966, 0.3391, -0.4319, -0.4355, 0.6770, 0.3664, 0.2315, 0.3829, 0.3909, 0.1386, 0.3919, 0.2383, 0.3626, 0.3091, 0.3313, -1.3175, -0.3941, 0.1088, 0.2421, -0.4519, 0.3514, 0.3566, 0.3160, 0.3152, 0.3629, -0.2614, 0.3340, -1.2179, -0.2023, -0.0713, 0.2272, -0.5112, 0.3287, 0.3705, 0.2999, 0.3824, 0.0052, 0.0225, 0.3355, -1.1493, -0.4312, -0.4107, 0.3162, -0.4959, 0.3445, 0.3398, 0.2914, 0.3234, 0.3035, 0.2669, 0.3248],
  "spin_multiplicity": 1,
  "e_tot_ev": -80323.004,
  "mol_weight_g_mol": 417.314,
  "lumo_energy_ev": 2.38,
  "charge": -1,
  "homo_lumo_gap_ev": 6.7
}

=====

Record 2
{
  "formula": "C3H8N2O3S",
  "method": "wB97M-V/def2-TZVPD",
  "elements": ["C", "C", "C", "N", "N", "S", "O", "O", "O", "H", "H", "H", "H", "H", "H", "H", "H"],
  "coordinates": [[2.061842, 0.495157, -0.523256], [1.181388, 1.103648, 0.214636], [-0.188878, 0.584938, 0.087194], [-1.148456, 1.351140, -0.656001], [-0.762388, 0.451035, 1.595844], [-0.099186, -1.280481, -0.473217], [0.669605, -2.172255, 0.335194], [-0.157061, -1.496301, -1.894954], [-1.701495, -1.515386, 0.003902], [3.115047, 0.728000, -0.319170], [1.801487, -0.412765, -1.018038], [1.327381, 1.954432, 0.909231], [-1.962339, 0.870696, -0.678402], [-0.805941, 1.834292, -1.444905], [-1.710635, 0.093518, 1.497251], [-0.008561, -0.183679, 2.112135], [-1.611810, -2.405988, 0.252556]],
  "atomic_forces_ev_per_a": [[2.8000, 0.1488, 1.1892], [-1.2661, 0.9885, 0.0637], [-2.4821, 0.2333, 3.5280], [3.9663, -0.0494, 2.1518], [3.5467, -0.4087, -1.9168], [-3.3182, 0.4870, -0.7836], [0.4738, 0.0822, 0.4918], [0.6811, 0.4591, 0.2606], [1.3173, 1.6240, -0.9811], [-0.2771, -0.1434, -0.7897], [0.5171, -0.0468, -0.8739], [0.0196, -0.6615, -0.6506], [-3.2924, -1.2465, -0.7890], [0.0989, 0.0948, -0.9977], [0.5858, -0.5415, 0.5412], [-2.7949, 1.3041, -1.2991], [-0.5760, -2.3240, 0.8553]],
  "mulliken_charge": [-0.5406, -0.5977, 0.7007, -0.5288, -0.6959, 0.9517, -0.5727, -0.6059, -0.5022, 0.2821, 0.2832, 0.3871, 0.2354, 0.2338, 0.3186, 0.3340, 0.3173],
  "spin_multiplicity": 1,
  "smiles": "C=CC(N)(N)S(=O)(=O)O",
  "e_tot_ev": -23196.072,
  "mol_weight_g_mol": 152.175,
  "lumo_energy_ev": 0.67,
  "e_above_lowest_kcal_mol": 69.9,
  "homo_lumo_gap_ev": 10.5
}

=====

Record 3
{
  "formula": "C17H28O3",
  "method": "wB97M-V/def2-TZVPD",
  "elements": ["C", "C", "C", "C", "C", "C", "C", "C", "C", "C", "C", "C", "C", "C", "C", "O", "C", "O", "C", "O", "H", "H", "H", "H", "H", "H", "H", "H", "H", "H", "H", "H", "H", "H", "H", "H", "H", "H", "H", "H", "H", "H", "H", "H", "H", "H", "H", "H"],
  "coordinates": [[-3.442828, 2.942746, -2.372107], [-3.967466, 1.924759, -2.731602], [-4.545244, 0.639261, -3.150603], [-3.400476, -0.246492, -3.699175], [-2.676081, -0.634750, -2.386531], [-2.162811, -2.075762, -2.342366], [-0.834825, -2.260842, -1.597712], [-0.659402, -1.398439, -0.326301], [-0.212635, -2.186508, 0.931111], [0.988694, -1.560197, 1.660531], [0.620885, -0.674972, 2.867837], [0.772105, 0.828547, 2.632632], [2.142262, 1.286927, 2.101347], [3.335781, 0.563220, 2.700385], [4.680439, 1.064327, 2.140659], [4.634445, 1.342044, 0.757800], [4.532652, 2.701131, 0.395331], [-3.652558, -0.467075, -1.326287], [-4.850893, -0.173038, -1.891111], [-5.891527, -0.593075, -1.504988], [-2.946187, 3.833026, -2.066720], [-5.393363, 0.812559, -3.802668], [-3.774165, -1.120371, -4.222821], [-2.748802, 0.392759, -4.286122], [-1.826488, 0.029113, -2.243867], [-2.055587, -2.443364, -3.365896], [-2.926804, -2.699542, -1.879011], [-0.779815, -3.306688, -1.292645], [0.015976, -2.102589, -2.259784], [-1.580606, -0.873002, -0.079706], [0.081751, -0.625721, -0.536069], [-1.058628, -2.204250, 1.618806], [0.000396, -3.222246, 0.672742], [1.603625, -1.008909, 0.949061], [1.628859, -2.369987, 2.019354], [1.195414, -0.965892, 3.746423], [-0.425974, -0.857950, 3.117385], [0.584715, 1.340514, 3.580396], [-0.001821, 1.184526, 1.949438], [2.151351, 1.240130, 1.014017], [2.248252, 2.346538, 2.355694], [3.357803, 0.715271, 3.782220], [3.293672, -0.511931, 2.533586], [5.416060, 0.267913, 2.270462], [5.043262, 1.921919, 2.713030], [3.627657, 2.857189, -0.196989], [5.388327, 2.992856, -0.214108], [4.470609, 3.356319, 1.264945]],
  "atomic_forces_ev_per_a": [[-0.0389, -0.2439, -0.1452], [-0.0580, 0.3152, -0.0015], [0.4762, 0.0827, 0.2666], [-0.0278, 0.7298, 0.7478], [0.2331, -0.5100, -0.4657], [0.1527, 0.0684, -0.1875], [-0.1663, -0.1299, 0.4688], [0.0859, -0.1650, 0.0706], [-0.0342, 0.5596, -0.1842], [0.0119, -0.4544, 0.3119], [-0.1676, 0.1805, -0.3806], [0.2249, 0.1275, 0.1702], [-0.3208, 0.2037, 0.3126], [0.4166, 0.1292, -0.2112], [-0.1228, -0.4102, 0.2495], [0.1598, 0.0539, -0.0279], [-0.2491, 0.0257, -0.1385], [0.0181, -0.2621, -0.0673], [0.1381, 0.0325, -0.3843], [-0.3433, 0.2214, 0.3671], [-0.0922, -0.0027, 0.0085], [-0.1443, -0.3148, -0.0087], [-0.0285, 0.0123, -0.1969], [0.0828, -0.4153, -0.4587], [-0.2002, 0.3307, 0.3539], [0.0434, 0.0038, -0.0352], [-0.1446, 0.0781, 0.0393], [0.0443, -0.0855, -0.1223], [-0.0322, 0.0869, -0.1400], [-0.0921, 0.0248, -0.1107], [0.0075, 0.0848, 0.0306], [-0.0084, -0.2389, 0.0865], [0.0977, -0.0420, -0.0950], [0.0081, 0.0581, -0.0604], [-0.0003, -0.0205, 0.0150], [0.1202, 0.0008, 0.0059], [-0.0092, -0.0600, 0.1422], [-0.0497, -0.0327, 0.0541], [-0.0415, -0.0399, -0.0747], [0.1721, -0.1840, -0.0658], [-0.0384, 0.0847, -0.1519], [-0.0562, -0.0803, 0.0909], [-0.2130, -0.0636, -0.0663], [0.0920, 0.0408, 0.0341], [-0.0560, 0.2064, -0.1219], [-0.0309, -0.0052, -0.0189], [0.1090, -0.0021, 0.0203], [0.0721, 0.0207, 0.0748]],
  "mulliken_charge": [0.2322, -0.9758, 0.3239, -1.1885, 0.3832, -1.0257, -0.9762, -0.0218, -1.1396, -0.6796, -0.8541, -0.9730, -0.4550, -0.2285, -0.7020, -0.3960, -0.7365, -0.3171, 0.2083, -0.5603, 0.4219, 0.4676, 0.4375, 0.4246, 0.4509, 0.3156, 0.3181, 0.4253, 0.3323, 0.1761, 0.3154, 0.3453, 0.5134, 0.4997, 0.3295, 0.3474, 0.5031, 0.3976, 0.3015, 0.2111, 0.4638, 0.3165, 0.1860, 0.3458, 0.3809, 0.2501, 0.2619, 0.3432],
  "spin_multiplicity": 1,
  "smiles": "C#C[C@H]1C[C@H](CCCCCCCCCCOC)OC1=O",
  "e_tot_ev": -24222.899,
  "mol_weight_g_mol": 280.408,
  "lumo_energy_ev": 0.74,
  "e_above_lowest_kcal_mol": 85.6,
  "homo_lumo_gap_ev": 10.3
}